[1]
The following is a DFT calculation (wB97M-V/def2-TZVPD) of one molecule with the formula C5H6O.

Last columns: bonded neighbours and bond lengths (Å).
CARTESIAN COORDINATES (ANGSTROEM)
1 O -0.416 -1.766 0.909  C2 1.422, H12 0.972
2 C -0.344 -0.930 -0.240  O1 1.422, C4 1.517, C5 1.540, H9 1.101
3 C 1.373 0.650 -0.302  C4 1.441, C6 1.358, H8 1.087
4 C 1.148 -0.765 -0.462  C2 1.517, C3 1.441
5 C -0.960 0.447 0.067  C2 1.540, C6 1.492, H7 1.096, H10 1.098
6 C 0.240 1.332 0.005  C3 1.358, C5 1.492, H11 1.090
7 H -1.422 0.461 1.060  C5 1.096
8 H 2.359 1.105 -0.343  C3 1.087
9 H -0.836 -1.402 -1.105  C2 1.101
10 H -1.725 0.770 -0.652  C5 1.098
11 H 0.191 2.403 0.203  C6 1.090
12 H 0.390 -2.305 0.861  O1 0.972

Total charge = 0
LUMO = -0.81 eV
Calculated total energy = -269.214791 Eh


[2]
The following is a DFT calculation (wB97M-V/def2-TZVPD) of one molecule with the formula C5H6O.

Last columns: bonded neighbours and bond lengths (Å).
CARTESIAN COORDINATES (ANGSTROEM)
1 O 2.142 1.672 0.943  C4 1.209
2 C -0.836 -0.927 -0.106  C5 1.534, C6 1.449, H11 1.092, H12 1.099
3 C 1.659 -0.124 -0.440  C4 1.450, C6 1.211
4 C 2.522 0.638 0.442  O1 1.209, C3 1.450, H7 1.099
5 C -1.711 0.315 -0.317  C2 1.534, H8 1.095, H9 1.092, H10 1.094
6 C 0.552 -0.611 -0.382  C2 1.449, C3 1.211
7 H 3.477 0.167 0.712  C4 1.099
8 H -1.485 1.078 0.435  C5 1.095
9 H -2.768 0.049 -0.243  C5 1.092
10 H -1.525 0.756 -1.300  C5 1.094
11 H -1.166 -1.784 -0.695  C2 1.092
12 H -0.859 -1.228 0.951  C2 1.099

Total charge = 0
LUMO = 0.54 eV
Calculated total energy = -269.261704 Eh


[3]
The following is a DFT calculation (wB97M-V/def2-TZVPD) of one molecule with the formula C5H6O.

Last columns: bonded neighbours and bond lengths (Å).
CARTESIAN COORDINATES (ANGSTROEM)
1 O 2.194 -1.004 -0.229  C3 1.346, C4 1.479
2 C -0.699 1.251 0.201  C5 1.479, C6 1.335, H8 1.091
3 C 1.152 -0.153 -0.212  O1 1.346, C4 1.423, C5 1.330
4 C 0.828 -1.521 0.002  O1 1.479, C3 1.423, H7 1.091, H12 1.086
5 C 0.723 1.106 -0.178  C2 1.479, C3 1.330, H10 1.088
6 C -1.645 0.355 -0.093  C2 1.335, H9 1.086, H11 1.084
7 H 0.425 -2.143 -0.798  C4 1.091
8 H -0.942 2.056 0.896  C2 1.091
9 H -1.446 -0.468 -0.773  C6 1.086
10 H 1.385 1.967 -0.241  C5 1.088
11 H -2.614 0.368 0.393  C6 1.084
12 H 0.639 -1.813 1.031  C4 1.086

Total charge = 0
LUMO = 1.06 eV
Calculated total energy = -269.248071 Eh


[4]
The following is a DFT calculation (wB97M-V/def2-TZVPD) of one molecule with the formula C5H6O2 in a non-equilibrium geometry.

Last columns: bonded neighbours and bond lengths (Å).
CARTESIAN COORDINATES (ANGSTROEM)
1 O -1.495 -0.083 0.620  C5 1.448, C6 1.384
2 O 1.182 -0.544 1.119  C3 1.354, C7 1.571
3 C 0.676 -1.098 -0.008  O2 1.354, C6 1.592, C7 1.582, H8 1.037
4 C 0.414 1.442 0.045  C5 1.383, C7 1.409, H13 1.015
5 C -0.905 1.220 0.397  O1 1.448, C4 1.383, H10 1.075
6 C -0.911 -1.091 -0.128  O1 1.384, C3 1.592, H9 1.163, H11 1.159
7 C 1.284 0.353 -0.167  O2 1.571, C3 1.582, C4 1.409, H12 1.103
8 H 1.057 -1.939 -0.479  C3 1.037
9 H -1.470 -1.199 -1.141  C6 1.163
10 H -1.551 2.045 0.157  C5 1.075
11 H -1.440 -2.072 0.191  C6 1.159
12 H 2.332 0.651 -0.337  C7 1.103
13 H 0.827 2.314 -0.269  C4 1.015

Total charge = 0
LUMO = 0.94 eV
Calculated total energy = -344.453862 Eh


[5]
The following is a DFT calculation (wB97M-V/def2-TZVPD) of one molecule with the formula C5H6O2 in a non-equilibrium geometry.

Last columns: bonded neighbours and bond lengths (Å).
CARTESIAN COORDINATES (ANGSTROEM)
1 O -2.099 -0.353 0.830  C7 1.202
2 O -0.748 -0.589 -1.013  C3 1.406, C7 1.353
3 C 0.330 0.095 -0.424  O2 1.406, C5 1.486, C6 1.309
4 C 0.465 -0.252 2.083  C6 1.301, H9 1.085, H13 1.094
5 C 1.160 0.905 -1.354  C3 1.486, H10 1.095, H11 1.091, H12 1.095
6 C 0.692 -0.173 0.805  C3 1.309, C4 1.301
7 C -1.869 -0.763 -0.276  O1 1.202, O2 1.353, H8 1.097
8 H -2.577 -1.353 -0.871  C7 1.097
9 H 1.046 -0.810 2.808  C4 1.085
10 H 1.710 0.195 -1.981  C5 1.095
11 H 0.585 1.584 -1.987  C5 1.091
12 H 1.890 1.466 -0.763  C5 1.095
13 H -0.586 0.047 2.142  C4 1.094

Total charge = 0
LUMO = 0.75 eV
Calculated total energy = -344.504997 Eh


[6]
The following is a DFT calculation (wB97M-V/def2-TZVPD) of one molecule with the formula C5H6O2 in a non-equilibrium geometry.

Last columns: bonded neighbours and bond lengths (Å).
CARTESIAN COORDINATES (ANGSTROEM)
1 O 0.844 -1.311 -1.938  C3 1.209
2 O -1.422 -0.082 0.479  C5 1.405, C6 1.418
3 C 0.272 -0.695 -1.069  O1 1.209, C6 1.532, C7 1.492
4 C 0.829 0.667 1.037  C5 1.472, C7 1.537, H10 1.079, H11 1.093
5 C -0.489 0.969 0.457  O2 1.405, C4 1.472, C7 1.505, H8 1.082
6 C -0.989 -1.160 -0.334  O2 1.418, C3 1.532, H9 1.100, H13 1.096
7 C 0.634 0.630 -0.487  C3 1.492, C4 1.537, C5 1.505, H12 1.065
8 H -0.948 1.945 0.549  C5 1.082
9 H -0.754 -2.048 0.271  C6 1.100
10 H 0.996 -0.258 1.568  C4 1.079
11 H 1.420 1.516 1.389  C4 1.093
12 H 1.396 1.258 -0.887  C7 1.065
13 H -1.787 -1.431 -1.035  C6 1.096

Total charge = 0
LUMO = 0.89 eV
Calculated total energy = -344.543088 Eh


[7]
The following is a DFT calculation (wB97M-V/def2-TZVPD) of one molecule with the formula C5H6O2.

Last columns: bonded neighbours and bond lengths (Å).
CARTESIAN COORDINATES (ANGSTROEM)
1 O 0.370 -2.622 -0.336  C6 1.213
2 O 1.166 2.030 0.125  C3 1.339, H10 0.968
3 C 0.623 0.807 0.084  O2 1.339, C4 1.345, C7 1.504
4 C 1.225 -0.384 -0.092  C3 1.345, C6 1.468, H11 1.084
5 C -1.171 -0.747 -0.071  C6 1.536, C7 1.535, H9 1.095, H12 1.093
6 C 0.201 -1.431 -0.176  O1 1.213, C4 1.468, C5 1.536
7 C -0.867 0.719 0.266  C3 1.504, C5 1.535, H8 1.097, H13 1.095
8 H -1.117 0.969 1.305  C7 1.097
9 H -1.670 -0.841 -1.041  C5 1.095
10 H 2.111 1.963 -0.074  O2 0.968
11 H 2.289 -0.575 -0.178  C4 1.084
12 H -1.792 -1.261 0.667  C5 1.093
13 H -1.384 1.442 -0.373  C7 1.095

Total charge = 0
LUMO = 0.57 eV
Calculated total energy = -344.598814 Eh


[8]
The following is a DFT calculation (wB97M-V/def2-TZVPD) of one molecule with the formula C5H6O2.

Last columns: bonded neighbours and bond lengths (Å).
CARTESIAN COORDINATES (ANGSTROEM)
1 O -2.263 -0.171 0.234  C6 1.406, H13 0.966
2 O -0.351 2.064 0.569  C7 1.208
3 C 2.489 -0.989 -0.019  C4 1.203, H9 1.068
4 C 1.386 -0.567 -0.248  C3 1.203, C5 1.463
5 C 0.033 -0.065 -0.491  C4 1.463, C6 1.538, C7 1.538, H12 1.095
6 C -0.975 -0.669 0.501  O1 1.406, C5 1.538, H10 1.095, H11 1.098
7 C 0.044 1.471 -0.407  O2 1.208, C5 1.538, H8 1.113
8 H 0.396 2.030 -1.301  C7 1.113
9 H 3.482 -1.322 0.190  C3 1.068
10 H -0.641 -0.433 1.516  C6 1.095
11 H -1.031 -1.762 0.411  C6 1.098
12 H -0.279 -0.354 -1.500  C5 1.095
13 H -2.272 0.734 0.571  O1 0.966

Total charge = 0
LUMO = 0.73 eV
Calculated total energy = -344.512787 Eh